(1)
# C4H12N2

A single C4H12N2 molecule in a non-equilibrium geometry (the ωB97M-V functional and the def2-TZVPD basis, OMol25).

Structure (XYZ):
```
18
Properties=species:S:1:pos:R:3:nbo_charge:R:1
N 2.08179 -1.12007 0.27123 -0.840
N -1.25000 0.07250 -0.76253 -0.650
C 0.18201 0.21090 -0.50336 -0.046
C 0.56882 1.55621 0.08771 -0.638
C 0.63686 -0.95169 0.39813 -0.229
C -2.17800 0.24587 0.33191 -0.417
H -2.01114 1.12749 0.91467 0.170
H -0.06336 1.97831 0.87217 0.202
H 0.41865 -0.66307 1.41985 0.182
H 2.29267 -1.56773 -0.59204 0.354
H -1.55796 0.47435 -1.63002 0.367
H -2.19962 -0.64736 0.96781 0.183
H 1.58956 1.49919 0.43868 0.226
H 0.51087 2.33501 -0.68249 0.202
H -3.18260 0.23922 -0.08832 0.203
H -0.02982 -1.79951 0.20226 0.179
H 2.48931 -1.62075 1.04548 0.362
H 0.65872 0.14161 -1.48172 0.190
```

Output
Energy above the lowest of the compared OMol25 structures with the same formula, charge and spin (kcal per mole): 16.8
E_HOMO (eV): -8.35
2S+1: 1
Strongest force on any atom (hartree/bohr): 0.0276
SMILES: CN[C@@H](C)CN
Molecular weight (g mol⁻¹): 88.2
Charge: 0
Gap between HOMO and LUMO (eV): 9.54


(2)
# C4H12N2

2 unconnected molecules or ions with the total composition C4H12N2 in a non-equilibrium geometry (the ωB97M-V functional and the def2-TZVPD basis, OMol25).

Structure (XYZ):
```
18
Properties=species:S:1:pos:R:3:nbo_charge:R:1
N 0.19180 -0.87317 0.12087 -0.882
N 0.31886 1.98015 -0.21295 -0.549
C -0.77605 2.00921 0.57564 0.091
C 0.93684 -2.90834 -0.99477 -0.636
C 1.13851 -2.03014 0.21789 -0.224
C -2.06748 2.50246 0.44415 -0.175
H -0.44575 1.57136 1.51254 0.221
H 1.07815 -2.68112 1.09131 0.195
H 1.59305 -3.76340 -0.87777 0.235
H -0.62082 -1.17390 -0.39939 0.383
H 2.16423 -1.63754 0.24610 0.190
H 1.06196 1.33942 0.05664 0.457
H 1.16929 -2.43926 -1.94689 0.215
H 0.05740 -0.50037 1.05288 0.352
H -2.82831 2.13617 1.16562 0.248
H -0.05825 -3.40397 -1.08538 0.214
H -0.07140 1.87903 -1.15082 0.423
H -2.40635 3.28270 -0.23369 0.243
```

Output
Energy above the lowest of the compared OMol25 structures with the same formula, charge and spin (kcal per mole): 25.0
E_HOMO (alpha / beta) (eV): -13.43 / -13.31
2S+1: 2
Strongest force on any atom (hartree/bohr): 0.0723
Molecular weight (g mol⁻¹): 88.2
Charge: +1
Gap between HOMO and LUMO (alpha / beta) (eV): 9.27 / 5.64


(3)
# C4H12N2O

2 unconnected molecules or ions with the total composition C4H12N2O in a non-equilibrium geometry (the ωB97M-V functional and the def2-TZVPD basis, OMol25).

Structure (XYZ):
```
19
Properties=species:S:1:pos:R:3:nbo_charge:R:1
O 0.78455 0.46878 -2.56994 -0.976
N -0.42997 1.85757 -0.11321 -0.886
N 1.10170 -0.49345 1.06386 -0.668
C 2.17534 -1.18007 0.69457 -0.451
C -1.42783 0.78736 -0.21477 -0.219
C -0.16113 -1.15310 0.84711 -0.236
C -1.37045 -0.20028 0.94181 -0.414
H -2.23557 -0.87512 0.87430 0.173
H 0.47711 1.40409 0.01212 0.407
H -2.44588 1.20339 -0.16583 0.154
H -0.34367 -1.98454 1.57245 0.116
H -0.11155 -1.63898 -0.14350 0.141
H -1.41104 0.20845 1.95294 0.187
H 2.22778 -2.28171 0.65213 0.091
H -0.60937 2.36616 0.73770 0.336
H 0.56281 1.39474 -2.40947 0.472
H 1.39013 0.51098 -3.32601 0.447
H -1.32031 0.29788 -1.18006 0.198
H 3.14733 -0.69214 0.77382 0.128
```

Output
Energy above the lowest of the compared OMol25 structures with the same formula, charge and spin (kcal per mole): 23.8
E_HOMO (alpha / beta) (eV): 0.63 / -3.27
2S+1: 2
Strongest force on any atom (hartree/bohr): 0.0394
Molecular weight (g mol⁻¹): 104.2
Charge: -1
Gap between HOMO and LUMO (alpha / beta) (eV): 3.29 / 7.11


(4)
# C4H12N2O

2 unconnected molecules or ions with the total composition C4H12N2O in a non-equilibrium geometry (the ωB97M-V functional and the def2-TZVPD basis, OMol25).

Structure (XYZ):
```
19
Properties=species:S:1:pos:R:3:nbo_charge:R:1
O -2.63777 1.25406 0.67950 -0.991
N 1.20356 0.64358 -2.63558 -0.849
N -0.20206 -0.09404 1.39548 -0.737
C 0.78773 -0.97287 -0.72288 -0.434
C 0.22626 -0.12634 -1.86380 -0.215
C 0.99751 -0.20435 0.59722 -0.250
C -0.15095 -0.68926 2.63270 -0.426
H -0.53621 0.55010 -1.46699 0.194
H 1.85692 0.01404 -3.08524 0.336
H -1.70269 1.04148 0.46662 0.503
H 1.74251 1.26908 -2.04481 0.350
H 0.07116 -1.77040 -0.50000 0.205
H 1.71771 -1.46322 -1.06152 0.166
H 1.83836 -0.62473 1.17001 0.149
H -0.58747 -0.08938 3.43857 0.127
H 0.05057 -1.75571 2.72196 0.111
H -0.29377 -0.77328 -2.57669 0.169
H 1.36358 0.80772 0.31992 0.129
H -2.52133 1.42752 1.62109 0.462
```

Output
Energy above the lowest of the compared OMol25 structures with the same formula, charge and spin (kcal per mole): 23.6
E_HOMO (alpha / beta) (eV): -0.56 / -2.60
2S+1: 2
Strongest force on any atom (hartree/bohr): 0.0301
Molecular weight (g mol⁻¹): 104.2
Charge: -1
Gap between HOMO and LUMO (alpha / beta) (eV): 4.73 / 6.67


(5)
# C4H12N2O

2 unconnected molecules or ions with the total composition C4H12N2O in a non-equilibrium geometry (the ωB97M-V functional and the def2-TZVPD basis, OMol25).

Structure (XYZ):
```
19
Properties=species:S:1:pos:R:3:nbo_charge:R:1
O 0.69429 -1.60149 -0.75143 -0.746
N 0.30511 0.08443 1.25018 -0.806
N 2.55130 -0.30979 -0.27172 -0.871
C -2.25950 -0.14595 0.43455 -0.649
C 1.15956 -0.29675 -0.50993 0.569
C 0.63264 0.67634 -1.39733 -0.863
C -1.23417 0.84502 0.91247 -0.160
H -2.15114 -0.34697 -0.63240 0.215
H 0.35102 -0.91973 1.41558 0.406
H 0.95542 0.75283 1.65678 0.401
H -0.18031 -1.51482 -1.15746 0.481
H -3.26854 0.25008 0.60711 0.227
H 1.08677 1.66314 -1.36859 0.196
H -2.17535 -1.10164 0.95939 0.213
H 3.08210 -0.07889 -1.10248 0.396
H 2.85715 -1.20875 0.09137 0.365
H 0.15540 0.35516 -2.31983 0.200
H -1.11813 1.70337 0.26125 0.232
H -1.44361 1.19444 1.92251 0.191
```

Output
Energy above the lowest of the compared OMol25 structures with the same formula, charge and spin (kcal per mole): 102.9
E_HOMO (alpha / beta) (eV): -6.35 / -6.35
2S+1: 1
Strongest force on any atom (hartree/bohr): 0.0962
SMILES: C=C(N)O.CCN
Molecular weight (g mol⁻¹): 104.2
Charge: 0
Gap between HOMO and LUMO (alpha / beta) (eV): 7.28 / 7.28


(6)
# C4H12N2O

A single C4H12N2O molecule in a non-equilibrium geometry (the ωB97M-V functional and the def2-TZVPD basis, OMol25).

Structure (XYZ):
```
19
Properties=species:S:1:pos:R:3:nbo_charge:R:1
O 0.66536 0.90446 0.98507 -0.578
N -0.82047 -1.76948 0.76947 -0.861
N -1.55215 -0.95941 -1.28323 -0.847
C -0.72475 0.69699 0.37298 -0.102
C 1.03605 -0.76729 -0.83335 -0.614
C -0.69168 -0.69102 -0.17121 0.288
C 1.37877 2.08891 0.64201 -0.245
H 1.98837 -0.58525 -0.33809 0.216
H 2.30883 1.79056 0.15345 0.174
H 0.84015 2.78353 -0.01088 0.171
H 1.62709 2.62273 1.56433 0.178
H -1.42068 0.83375 1.20386 0.185
H 1.05218 -1.84658 -0.99134 0.195
H 0.93646 -0.20541 -1.76120 0.203
H -1.75592 -1.79922 1.16818 0.348
H -1.29462 -1.87693 -1.64908 0.373
H -0.87546 1.45775 -0.39609 0.196
H -2.51689 -1.04680 -0.97452 0.353
H -0.18063 -1.63129 1.54963 0.367
```

Output
Energy above the lowest of the compared OMol25 structures with the same formula, charge and spin (kcal per mole): 70.0
E_HOMO (eV): -9.17
2S+1: 1
Strongest force on any atom (hartree/bohr): 0.0764
SMILES: COCC(C)(N)N
Molecular weight (g mol⁻¹): 104.2
Charge: 0
Gap between HOMO and LUMO (eV): 10.14


(7)
# C4H12N2O

2 unconnected molecules or ions with the total composition C4H12N2O (the ωB97M-V functional and the def2-TZVPD basis, OMol25).

Structure (XYZ):
```
19
Properties=species:S:1:pos:R:3:nbo_charge:R:1
O 1.13357 -1.82592 2.31810 -0.683
N 1.11727 -0.12006 -1.45497 -0.837
N -2.36052 1.13197 -1.98039 -0.831
C 0.52386 -0.60736 2.21617 0.131
C -0.99690 1.11858 -1.43948 -0.221
C 1.17159 0.53496 2.37452 -0.516
C -0.29359 -0.16552 -1.83671 -0.219
H -2.94818 0.49802 -1.45271 0.347
H -0.37963 -0.24176 -2.92070 0.195
H 1.21330 0.04681 -0.45727 0.357
H -0.44651 1.94871 -1.87742 0.196
H 1.54081 -1.03080 -1.59544 0.354
H 0.61938 1.45767 2.23229 0.212
H 0.46945 -2.51909 2.31217 0.481
H -0.82361 -1.02979 -1.40710 0.148
H 2.22497 0.57014 2.60663 0.214
H -0.97035 1.23778 -0.34862 0.152
H -2.75442 2.05730 -1.86765 0.356
H -0.53420 -0.63708 1.97881 0.165
```

Output
Energy above the lowest of the compared OMol25 structures with the same formula, charge and spin (kcal per mole): 46.2
E_HOMO (eV): -9.16
2S+1: 1
Strongest force on any atom (hartree/bohr): 0.0061
SMILES: C=CO.NCCN
Molecular weight (g mol⁻¹): 104.2
Charge: 0
Gap between HOMO and LUMO (eV): 9.74


(8)
# C4H12N2O

2 unconnected molecules or ions with the total composition C4H12N2O in a non-equilibrium geometry (the ωB97M-V functional and the def2-TZVPD basis, OMol25).

Structure (XYZ):
```
19
Properties=species:S:1:pos:R:3:nbo_charge:R:1
O 0.63783 1.57442 0.95080 -0.766
N -1.10100 -0.05447 -0.63805 -0.664
N -0.60038 -1.90952 0.72729 -0.703
C 0.79183 1.11793 2.27087 -0.247
C -0.26472 -1.07441 -0.16283 0.466
C -0.93436 0.56194 -1.94072 -0.414
C 1.10003 -1.15726 -0.77119 -0.692
H -1.54767 -1.80273 1.08472 0.327
H 0.80292 0.02343 2.31853 0.170
H -1.66885 1.35857 -2.05007 0.212
H 0.00204 1.49890 2.92898 0.156
H -0.21786 1.23812 0.52225 0.486
H -1.06547 -0.15208 -2.76131 0.184
H 1.66428 -1.91823 -0.24163 0.247
H 0.06293 0.99314 -2.01005 0.213
H -2.06700 -0.16210 -0.35372 0.385
H 1.75415 1.48470 2.62902 0.178
H 1.03338 -1.41558 -1.82672 0.220
H 1.61792 -0.20479 -0.67617 0.243
```

Output
Energy above the lowest of the compared OMol25 structures with the same formula, charge and spin (kcal per mole): 33.5
E_HOMO (eV): -9.23
2S+1: 1
Strongest force on any atom (hartree/bohr): 0.0394
SMILES: [H]/N=C(/C)NC.CO
Molecular weight (g mol⁻¹): 104.2
Charge: 0
Gap between HOMO and LUMO (eV): 10.06


(9)
# C4H12N2O

A single C4H12N2O molecule in a non-equilibrium geometry (the ωB97M-V functional and the def2-TZVPD basis, OMol25).

Structure (XYZ):
```
19
Properties=species:S:1:pos:R:3:nbo_charge:R:1
O 0.98567 -3.04343 -0.31090 -0.719
N -0.69459 0.02670 0.99446 -0.629
N 1.27078 1.67824 -0.32053 -0.843
C -1.17384 1.28914 0.33824 -0.211
C -0.16255 1.80819 -0.84233 -0.264
C 0.08397 -2.40213 0.59416 -0.077
C -0.29290 -1.06592 0.02801 -0.252
H 0.52129 -0.71265 -0.71638 0.173
H 1.44984 2.50732 0.20075 0.356
H 1.76477 -2.44766 -0.34706 0.460
H -1.29713 2.00222 1.10118 0.187
H -0.42414 1.12004 -1.69866 0.195
H -1.19797 -1.24490 -0.57189 0.190
H -0.80227 -3.04293 0.82545 0.186
H -0.59557 2.80156 -1.03427 0.182
H 1.81304 1.71318 -1.17692 0.359
H 0.11526 0.32963 1.62678 0.359
H 0.72412 -2.42410 1.47200 0.168
H -2.08776 1.10749 -0.16210 0.181
```

Output
Energy above the lowest of the compared OMol25 structures with the same formula, charge and spin (kcal per mole): 59.2
E_HOMO (eV): -8.58
2S+1: 1
Strongest force on any atom (hartree/bohr): 0.0766
SMILES: NCCNCCO
Molecular weight (g mol⁻¹): 104.2
Charge: 0
Gap between HOMO and LUMO (eV): 9.50


(10)
# C4H12N2O

2 unconnected molecules or ions with the total composition C4H12N2O in a non-equilibrium geometry (the ωB97M-V functional and the def2-TZVPD basis, OMol25).

Structure (XYZ):
```
19
Properties=species:S:1:pos:R:3:nbo_charge:R:1
O -3.43470 0.86060 -1.27954 -0.638
N 3.32206 -0.57506 0.43741 -0.863
N -1.85762 -0.37732 -0.25650 -0.626
C 3.34592 0.26735 1.56668 -0.403
C -2.24383 0.71935 -1.02568 0.674
C -2.76457 -1.50901 0.19344 -0.410
C -1.07205 1.57910 -1.45894 -0.713
H -0.92091 -0.36705 -0.06536 0.372
H 3.90133 -0.39366 -0.37923 0.371
H -2.11683 -2.45074 0.21599 0.204
H -0.17055 0.97479 -1.15833 0.217
H -1.24786 1.59215 -2.51926 0.243
H -3.29460 -1.22404 1.08393 0.208
H -3.37818 -1.66711 -0.64182 0.219
H 2.17794 0.13063 2.00623 0.175
H 4.17083 0.08739 2.31255 0.178
H 3.39023 1.30660 1.09707 0.192
H -1.29516 2.59630 -1.03659 0.249
H 3.48854 -1.55028 0.90796 0.351
```

Output
Energy above the lowest of the compared OMol25 structures with the same formula, charge and spin (kcal per mole): 54.9
E_HOMO (eV): -9.25
2S+1: 1
Strongest force on any atom (hartree/bohr): 0.0883
SMILES: CNC(C)=O.CN
Molecular weight (g mol⁻¹): 104.2
Charge: 0
Gap between HOMO and LUMO (eV): 9.97